DFT (ωB97M-V with the def2-TZVPD basis set) results for 3 unconnected molecules or ions with the total composition C31H46F16IN2O4 at a distorted geometry.

Calculated values
Molar mass in g mol⁻¹: 941.59
Net charge: +1
F_max in eV/Å: 6.5
E_LUMO in eV: -4.86
Orbital gap in eV: 6.11
Energy above the lowest of the compared OMol25 structures with the same formula, charge and spin in eV: 13.162

The geometry in XYZ format:
```
100
Properties=species:S:1:pos:R:3:mulliken_charge:R:1
C 5.42932 -4.61693 1.78056 -0.9263
C 5.59100 -4.02875 0.23909 0.2700
O 6.63427 -4.73161 -0.55106 -0.3786
C 6.35632 -4.30884 -1.96357 0.0338
C 7.72924 -3.87326 -2.77891 -0.7243
C 8.30191 -2.41392 -2.29884 -0.3702
C 7.98214 -1.17134 -3.32131 -0.6827
C 6.50366 -1.24451 -4.02939 -0.5558
C 5.26115 -0.82017 -3.05525 0.1445
C 5.41403 -0.43888 -1.48014 0.1728
C 4.04751 -0.04348 -0.77502 -0.4629
I 4.24002 0.55574 1.37094 0.1655
N 2.67245 0.00829 -1.24822 -0.4142
N 2.65800 -0.31819 -2.55435 0.5460
C 1.22821 -0.28791 -3.14709 -0.4672
C 0.40572 1.08229 -2.78153 -0.6772
C -1.13391 0.76210 -2.21245 -0.5447
C -1.15828 -0.30146 -0.96512 -0.3663
C -2.71622 -0.41496 -0.36718 -0.5669
C -3.60200 -1.53376 -1.23929 -0.5103
C -5.19339 -1.06949 -1.21873 -0.0799
C -6.23943 -2.28947 -0.87597 0.0763
C -7.07003 -2.84560 -2.20548 -0.5104
O -6.39170 -4.00566 -2.85158 -0.3201
C -7.47349 -4.76215 -3.51927 -0.6088
C 3.71583 -0.68367 -3.49148 -0.0769
H 4.28044 -4.49749 2.07799 0.2571
H 6.02568 -3.89156 2.48591 0.2548
H 5.78507 -5.74087 1.84273 0.2921
H 4.50698 -4.13452 -0.24840 0.2132
H 5.94076 -2.89878 0.31264 -0.0601
H 5.79143 -5.12884 -2.58392 0.2218
H 5.71149 -3.31941 -1.87239 -0.0810
H 8.55946 -4.67994 -2.50667 0.3290
H 7.55131 -3.96754 -3.93290 0.2877
H 7.95323 -2.21074 -1.17540 0.1206
H 9.48796 -2.52484 -2.23674 0.3648
H 8.78164 -1.01332 -4.17054 0.3710
H 7.98188 -0.18181 -2.65655 0.2480
H 6.52254 -0.44714 -4.91687 0.4149
H 6.24322 -2.27442 -4.52343 0.3438
H 6.42478 -0.44503 -0.89429 0.3279
H 0.72535 -1.28287 -2.79121 0.2764
H 1.30781 -0.35683 -4.33361 0.2932
H 0.22199 1.64451 -3.81848 0.3368
H 0.98166 1.84536 -2.10557 0.3358
H -1.71499 1.72986 -1.90074 0.3544
H -1.72076 0.24580 -3.10558 0.2053
H -0.91806 -1.39968 -1.36387 0.1788
H -0.38596 -0.06548 -0.11180 0.2340
H -2.69089 -0.83435 0.72994 0.2471
H -3.23947 0.62575 -0.48209 0.2998
H -3.26025 -1.58690 -2.36644 0.1843
H -3.49621 -2.62445 -0.76792 0.2957
H -5.29773 -0.28670 -0.32868 -0.1179
H -5.49743 -0.48439 -2.20404 0.2416
H -5.74367 -3.17033 -0.28513 0.3165
H -7.07509 -1.82013 -0.16941 -0.2537
H -8.12292 -3.22815 -1.81556 0.3552
H -7.30781 -1.98416 -2.97842 0.2362
H -7.88699 -5.65255 -2.86243 0.2319
H -8.40622 -4.07898 -3.80465 0.2910
H -7.03870 -5.14693 -4.55885 0.2261
H 3.44988 -0.89491 -4.62257 0.2917
C 3.81370 6.24923 4.25120 -0.6735
C 4.34990 6.74353 2.89884 0.8539
C 3.31636 7.42118 2.00582 0.0915
F 2.29500 6.59798 1.67354 -0.1987
F 3.88227 7.81149 0.83139 -0.2798
F 4.96040 5.71075 2.25789 -0.2610
F 5.34262 7.65019 3.16562 -0.3286
O 3.45862 4.86578 4.32132 -0.3952
C 2.14989 4.54509 3.84994 0.7251
C 2.16888 3.64909 2.60561 0.4833
F 2.84765 4.22415 1.58143 -0.1974
F 0.90852 3.41471 2.15199 -0.2799
F 1.45008 5.69098 3.66825 -0.2728
F 1.53777 3.89395 4.87581 -0.2924
H 4.63822 6.35198 4.96725 0.4148
H 3.02396 6.89673 4.65135 0.3285
H 2.90310 8.31404 2.48363 0.2904
H 2.64119 2.68733 2.82560 -0.0802
C -8.00140 2.23554 2.92117 -0.7450
C -7.99264 1.09149 1.89559 0.9231
C -8.69171 -0.18514 2.34990 0.0321
F -8.12277 -0.72692 3.45172 -0.2098
F -8.62053 -1.13911 1.38204 -0.2770
F -6.71057 0.84721 1.51245 -0.2288
F -8.63149 1.55099 0.77335 -0.3499
O -6.82531 2.37279 3.72299 -0.4125
C -6.76963 1.53379 4.87660 0.7200
C -5.63158 0.50805 4.81165 0.2059
F -5.73784 -0.29355 3.72237 -0.1912
F -5.64743 -0.31000 5.89781 -0.2588
F -7.98456 0.96693 5.07257 -0.2656
F -6.57473 2.37026 5.93178 -0.2940
H -8.04421 3.16767 2.34461 0.3966
H -8.91549 2.24862 3.52724 0.3644
H -9.75067 -0.00594 2.55674 0.3000
H -4.65931 1.00745 4.76956 0.2312
```



DFT (ωB97M-V with the def2-TZVPD basis set) results for a molecular structure, C31H47BN11O8PW at a distorted geometry.

Calculated values
Molar mass in g mol⁻¹: 927.41
Net charge: +2
Multiplicity: 3
F_max in eV/Å: 2.7
E_LUMO (alpha / beta) in eV: -5.16 / -5.64
Orbital gap (alpha / beta) in eV: 7.52 / 7.01
Energy above the lowest of the compared OMol25 structures with the same formula, charge and spin in eV: 1.303
⟨S²⟩: 2.0143

The geometry in XYZ format:
```
100
Properties=species:S:1:pos:R:3:mulliken_charge:R:1
W -0.89601 0.81156 -0.29645 1.4929
C 5.51263 2.24466 1.13334 -0.5102
O 5.89815 0.88993 0.85384 -0.5379
C 5.48322 -0.05391 1.75074 0.2742
C 6.41386 -0.67324 2.56938 -0.3820
C 6.02477 -1.68574 3.43140 -0.6325
C 4.70054 -2.09943 3.46201 -1.0950
C 3.76477 -1.49499 2.63837 0.0860
C 4.14822 -0.45833 1.79274 0.0930
N 3.26624 0.13904 0.84841 0.4229
C 1.94968 0.37535 0.97425 -0.0177
N 1.44638 0.33582 2.21094 0.3225
C 0.11926 0.46276 2.65853 -0.1504
C -0.98055 0.51589 1.81737 0.1492
C -2.23756 0.68558 2.42812 -0.5561
C -2.37733 0.74188 3.79823 -1.1804
C -1.26177 0.63747 4.62605 -0.6196
C -0.01018 0.50125 4.06116 1.4408
O 1.15630 0.39772 4.74280 -0.4034
C 1.11559 0.47846 6.16682 -1.0144
N 1.19961 0.65524 -0.10087 0.3262
C 1.92401 0.70182 -1.35424 -0.9334
C 1.98484 -0.44812 -2.14060 0.1691
C 2.64017 -0.46868 -3.35526 -0.8144
C 3.27382 0.68562 -3.80153 -0.9330
C 3.27578 1.81618 -3.00858 -0.3617
C 2.62336 1.83965 -1.77647 0.4481
O 2.84400 2.95256 -1.01661 -0.4837
C 1.76261 3.67708 -0.44165 -0.4842
H 6.33327 2.87727 0.80421 0.3325
H 5.35773 2.38989 2.20377 0.3139
H 4.61028 2.52286 0.58805 -0.0022
H 7.44378 -0.34773 2.51100 0.4869
H 6.75701 -2.15756 4.07181 0.4153
H 4.39584 -2.91130 4.10784 0.4704
H 2.74734 -1.86539 2.62289 0.3444
H 3.70076 0.39784 -0.02748 0.3218
H 2.11847 0.25223 2.96547 0.5309
H -3.12138 0.78555 1.80865 0.5569
H -3.35684 0.86969 4.23874 0.5194
H -1.38333 0.67711 5.69854 0.5066
H 0.80282 1.47291 6.48802 0.3893
H 2.12877 0.28607 6.50423 0.2672
H 0.44656 -0.27387 6.58599 0.3817
H 1.52877 -1.34973 -1.75547 0.1590
H 2.67574 -1.37983 -3.93663 0.5174
H 3.77927 0.69677 -4.75740 0.4427
H 3.80524 2.71046 -3.30933 0.5639
H 2.19789 4.58928 -0.04251 0.4040
H 1.28474 3.13087 0.37106 0.0942
H 1.03757 3.94287 -1.21325 0.2161
B -1.23795 1.07522 -4.79111 0.6338
C -1.14927 0.56837 -3.31895 0.0258
N -0.94992 0.15550 -2.25419 -0.5751
H -1.18296 0.17083 -5.56641 -0.0442
H -0.51264 2.00493 -4.96577 -0.0612
H -2.44020 1.55022 -4.96613 -0.1191
N -4.45828 2.80080 -3.91047 -0.1098
C -3.99908 2.77568 -2.50655 -0.5654
P -4.20657 1.15200 -1.67349 0.6146
O -5.63313 1.05881 -1.17023 -0.8175
O -3.10958 0.92064 -0.65644 -0.2438
C -4.29763 -0.25780 -2.92140 -0.5284
N -5.63741 -0.84589 -2.65567 -0.2159
H -4.39945 3.74884 -4.28235 0.4264
H -5.42071 2.49192 -4.02567 0.3139
H -3.56755 2.20119 -4.51152 -0.0136
H -4.54724 3.48214 -1.87971 0.5035
H -2.94976 3.05395 -2.50751 0.2372
H -3.50568 -0.97322 -2.73191 -0.3869
H -4.21624 0.07779 -3.95234 0.6365
H -5.60269 -1.76666 -2.22803 0.2835
H -6.24794 -0.88307 -3.46597 0.3289
H -5.99140 -0.04182 -1.85079 0.4135
O -1.19040 2.71769 0.67337 -0.5223
N -1.46024 3.37124 -0.38456 0.6594
O -1.92870 4.45667 -0.42524 -0.6342
O -1.15936 2.67600 -1.42740 -0.7671
C -0.00076 -2.25857 0.73474 -0.9842
N -1.10678 -1.62467 -0.07779 1.0867
C -2.39708 -1.94716 0.65197 -0.4623
N -2.58965 -3.36233 0.84948 0.1319
C -1.47223 -3.88407 1.64194 -0.6613
N -0.20448 -3.67124 0.93954 0.2376
C -0.25815 -4.34715 -0.35588 -0.7196
N -1.36542 -3.82172 -1.16341 0.2152
C -1.17732 -2.40842 -1.36610 0.0639
C -2.61418 -4.04759 -0.43703 -0.6870
H 0.03515 -1.75933 1.69891 0.0769
H 0.94052 -2.10812 0.20373 0.2241
H -3.22211 -1.53339 0.06876 -0.2166
H -2.37219 -1.46541 1.62211 0.3201
H -1.61550 -4.94985 1.81448 0.3661
H -1.44391 -3.36664 2.60215 0.3559
H -0.40380 -5.41543 -0.20254 0.3566
H 0.68179 -4.19067 -0.88825 0.3590
H -2.01217 -2.02121 -1.94636 -0.4858
H -0.25698 -2.24975 -1.92383 0.0071
H -2.74699 -5.11688 -0.27737 0.3473
H -3.45044 -3.67173 -1.03330 0.2491
```



DFT (ωB97M-V with the def2-TZVPD basis set) results for a molecular structure, C31H47FN3O4PmS5 at a distorted geometry.

Calculated values
Molar mass in g mol⁻¹: 850.07
Net charge: +2
Multiplicity: 5
F_max in eV/Å: 2.2
E_LUMO (alpha / beta) in eV: -4.95 / -4.93
Orbital gap (alpha / beta) in eV: 8.16 / 8.21
Energy above the lowest of the compared OMol25 structures with the same formula, charge and spin in eV: 0.337
⟨S²⟩: 6.0053

The geometry in XYZ format:
```
92
Properties=species:S:1:pos:R:3:mulliken_charge:R:1
Pm -1.35686 -0.41474 -0.42618 0.4280
C -4.04920 -3.60420 -1.53924 -0.8505
C -4.57116 -2.69380 -0.42107 -0.5475
S -4.26264 -1.01714 -0.98068 -0.1198
C -5.34183 0.06128 -0.02731 -0.4832
C -5.57045 1.31986 -0.87644 -0.9622
S -4.07465 1.90385 -1.73773 0.0983
C -4.34404 1.23413 -3.39344 -0.5686
C -3.02153 1.18413 -4.14564 -1.1050
S -1.67641 0.20070 -3.43435 0.3072
C -1.81423 -1.39712 -4.27798 -1.1651
C -2.89931 -2.34889 -3.78405 -0.4093
S -2.43292 -3.07786 -2.19065 0.0488
H -4.74785 -3.62961 -2.37453 0.3794
H -3.93550 -4.62371 -1.17592 0.5096
H -4.06295 -2.87792 0.52375 0.0002
H -5.64014 -2.84296 -0.27336 0.5861
H -4.87949 0.30105 0.92975 0.0095
H -6.28433 -0.44874 0.16845 0.5632
H -5.91871 2.13838 -0.24938 0.5043
H -6.33380 1.13907 -1.63171 0.3829
H -5.03124 1.88913 -3.92986 0.5275
H -4.79022 0.24547 -3.31985 0.3059
H -2.60798 2.18697 -4.26100 0.4949
H -3.18003 0.79853 -5.15357 0.5067
H -0.82415 -1.84231 -4.18629 0.4018
H -1.96413 -1.17951 -5.33568 0.6093
H -3.02725 -3.15503 -4.50728 0.5131
H -3.85174 -1.83266 -3.67032 0.1797
C 5.00164 -4.40067 0.34423 -1.7082
C 5.40943 -2.96694 0.05084 0.4523
C 6.47178 -2.49798 1.02158 -0.9947
C 6.84638 -1.05097 0.77785 -1.0776
C 5.62263 -0.18189 0.88520 0.9730
C 5.70464 1.12113 1.30172 -0.8010
C 4.55885 1.91951 1.38658 -0.1711
F 4.70337 3.18658 1.79944 -0.3372
C 3.32740 1.45271 1.06571 0.0690
C 3.21546 0.11984 0.63514 0.5448
C 1.92855 -0.39778 0.26454 1.4296
O 0.84948 0.28729 0.34198 -0.1441
C 1.90376 -1.70044 -0.26407 -0.6720
C 3.02848 -2.47280 -0.30134 -0.3048
N 4.21642 -2.03162 0.12117 0.1934
C 4.34851 -0.70413 0.55363 -0.9786
C 0.53062 -1.97883 -0.75128 0.4475
O -0.35633 -2.37755 0.06942 -0.5011
O 0.17957 -1.41156 -1.82605 -0.4601
H 5.90793 -4.99615 0.45184 0.4271
H 4.41757 -4.86599 -0.44832 0.5117
H 4.44435 -4.46022 1.28173 0.3885
H 5.79874 -2.89111 -0.96576 0.1629
H 7.33515 -3.15128 0.90181 0.4111
H 6.10545 -2.63009 2.04519 0.3492
H 7.28373 -0.94516 -0.21984 0.3536
H 7.60113 -0.71530 1.48748 0.4771
H 6.66491 1.54611 1.57082 0.5454
H 2.44006 2.06715 1.12699 0.3385
H 3.00529 -3.48370 -0.67728 0.5506
C -0.70798 3.89101 3.01079 -1.1350
N 0.08316 3.96233 1.77872 0.1846
C 1.38056 4.62595 1.95768 -1.3736
C -0.28192 3.35405 0.64985 -0.0118
S -1.60281 2.24289 0.65945 -0.2543
N 0.32284 3.71237 -0.49797 0.3978
C 0.64710 5.12015 -0.79248 -1.2672
C 0.22529 2.86110 -1.68102 -1.3241
H -0.63463 4.85390 3.51286 0.3767
H -0.30934 3.11784 3.66920 0.3650
H -1.74775 3.68014 2.79040 0.3989
H 1.80791 4.25965 2.89119 0.4504
H 1.27603 5.70830 2.02435 0.3303
H 2.05479 4.37806 1.14706 0.4809
H 0.25859 5.76880 -0.01362 0.4166
H 0.15075 5.38323 -1.72632 0.4400
H 1.71732 5.28712 -0.90624 0.3435
H 0.46900 1.83346 -1.43034 0.0842
H 0.97035 3.19885 -2.39790 0.4996
H -0.76652 2.91751 -2.13729 0.6125
C -1.05037 -0.48963 3.46823 0.2833
C -0.81352 -2.00656 3.25963 -0.6807
C -2.01901 -2.45149 2.43064 -0.8651
O -2.51933 -1.22824 1.80174 0.1065
C -2.44488 -0.28660 2.91822 -0.8663
H -0.33161 0.10730 2.90583 -0.5324
H -0.98742 -0.19175 4.51360 0.5534
H -0.77234 -2.54930 4.20181 0.3679
H 0.11423 -2.19437 2.72149 0.0630
H -2.82649 -2.82425 3.06173 0.6082
H -1.80399 -3.17312 1.65277 0.4924
H -3.19342 -0.58057 3.65682 0.4660
H -2.66481 0.70738 2.54968 0.3686
```